1.
Formula: C39H42Cl3N4S3SiTi
Source: the OMol25 dataset
Level of theory: ωB97M-V/def2-TZVPD

Computed properties:
- LUMO energy: -3.35 eV
- Highest occupied orbital energy: -10.038 eV
- Energy above the lowest of the compared OMol25 structures with the same formula, charge and spin: 9.55 kJ/mol
- HOMO-LUMO gap: 6.7 eV
- Net charge: +1
- F_max: 1.41 eV Å⁻¹

Cartesian coordinates (Å):
Ti 0.139 -0.463 -0.227
S -0.314 1.875 1.303
C -1.952 2.145 1.410
N -2.490 3.340 1.587
C -3.936 3.516 1.731
C -4.482 2.371 2.526
N -4.138 1.127 1.834
C -5.130 0.034 1.901
C -5.040 -0.723 3.205
C -5.686 -0.234 4.337
C -5.583 -0.897 5.552
C -4.833 -2.062 5.641
C -4.198 -2.564 4.513
C -4.301 -1.899 3.299
C -2.925 0.960 1.317
S -2.448 -0.456 0.615
C -1.694 4.573 1.708
C -1.679 5.073 3.130
C -1.118 4.295 4.142
C -1.112 4.753 5.449
C -1.662 5.993 5.759
C -2.220 6.770 4.756
C -2.232 6.307 3.445
H -4.401 3.570 0.744
H -4.107 4.456 2.253
H -5.565 2.434 2.593
H -4.074 2.371 3.540
H -4.970 -0.620 1.049
H -6.108 0.502 1.797
H -6.294 0.662 4.269
H -6.098 -0.513 6.423
H -4.759 -2.587 6.585
H -3.627 -3.482 4.575
H -3.813 -2.299 2.419
H -2.150 5.316 1.052
H -0.694 4.358 1.341
H -0.680 3.333 3.899
H -0.672 4.147 6.231
H -1.647 6.353 6.779
H -2.649 7.735 4.991
H -2.666 6.918 2.661
Cl 1.728 -0.541 -2.834
C 0.427 -0.117 -3.904
C 0.532 -0.485 -5.233
C -0.490 -0.146 -6.103
C -1.595 0.543 -5.633
C -1.673 0.896 -4.296
Cl -3.096 1.756 -3.785
C -0.660 0.583 -3.382
S -0.772 1.146 -1.711
H 1.403 -1.028 -5.573
H -0.425 -0.418 -7.148
H -2.407 0.812 -6.295
C 4.772 2.551 2.068
Si 4.725 1.643 0.449
C 4.957 2.812 -0.963
C 6.006 0.308 0.422
C 3.063 0.873 0.260
C 1.965 0.382 0.043
H 5.760 2.988 2.229
H 4.564 1.882 2.908
H 4.037 3.359 2.084
H 5.942 3.285 -0.905
H 4.200 3.599 -0.951
H 4.887 2.288 -1.918
H 6.994 0.743 0.594
H 6.024 -0.200 -0.545
H 5.828 -0.442 1.197
C 1.748 -2.198 4.712
N 1.662 -1.021 3.847
C 2.579 0.106 4.058
C 0.897 -1.022 2.794
N 0.206 -1.001 1.867
H 1.595 -1.893 5.747
H 2.728 -2.665 4.612
H 0.977 -2.910 4.431
H 2.418 0.522 5.052
H 2.390 0.865 3.303
H 3.608 -0.240 3.966
Cl 1.933 -2.819 0.162
C 0.429 -3.665 0.489
C 0.387 -4.661 1.443
C -0.832 -5.274 1.703
C -1.968 -4.881 1.005
C -1.891 -3.878 0.049
C -0.681 -3.241 -0.229
C -0.530 -2.170 -1.265
H 1.288 -4.953 1.966
H -0.888 -6.062 2.443
H -2.914 -5.372 1.193
H -2.774 -3.583 -0.504
H -1.483 -1.928 -1.737
H 0.179 -2.487 -2.026

---

2.
Formula: C27H33FeN4S
Source: the OMol25 dataset
Level of theory: ωB97M-V/def2-TZVPD

Computed properties:
- LUMO energy (spin up / spin down): 2.76 / 2.74 eV
- Highest occupied orbital energy (spin up / spin down): -2.952 / -2.887 eV
- <S²>: 6.0241
- Energy above the lowest of the compared OMol25 structures with the same formula, charge and spin: 0.00 kJ/mol
- 2S+1: 5
- HOMO-LUMO gap (spin up / spin down): 5.7 / 5.6 eV
- Net charge: -1
- F_max: 0.53 eV Å⁻¹

Cartesian coordinates (Å):
Fe -1.294 -0.178 -0.849
N -3.907 2.118 1.891
C -2.910 1.401 1.196
S -2.883 1.657 -0.560
N -2.115 0.667 1.871
N -1.181 -0.016 1.073
C 0.152 0.228 1.508
C 1.220 -0.119 0.529
C 2.419 -0.879 0.989
C 3.171 -1.564 0.116
C 2.807 -1.639 -1.284
C 1.565 -1.163 -1.607
N 0.721 -0.524 -0.789
H -4.721 2.304 1.328
H -4.120 1.694 2.781
H 0.366 0.036 2.564
H 2.658 -0.864 2.046
H 4.051 -2.093 0.473
H 3.408 -2.162 -2.014
H 1.182 -1.341 -2.609
C -5.114 -1.377 -3.583
C -3.948 -0.539 -3.049
C -3.436 0.426 -4.115
C -2.873 -1.450 -2.500
C -1.870 -1.999 -3.311
C -0.971 -2.926 -2.810
C -1.004 -3.319 -1.472
C 0.039 -4.227 -0.886
C -1.998 -2.787 -0.668
C -2.932 -1.878 -1.171
H -5.939 -0.732 -3.897
H -5.490 -2.062 -2.821
H -4.800 -1.973 -4.445
H -4.304 0.062 -2.210
H -3.228 -0.086 -5.060
H -2.524 0.930 -3.788
H -4.186 1.194 -4.313
H -1.798 -1.696 -4.348
H -0.200 -3.326 -3.458
H 0.733 -3.643 -0.275
H 0.619 -4.719 -1.666
H -0.415 -4.991 -0.252
H -2.038 -3.050 0.381
H -3.728 -1.521 -0.529
C 2.197 3.498 0.692
C 1.709 2.430 1.688
C 0.689 3.098 2.619
C 0.948 1.363 0.894
C 2.916 1.894 2.459
C 4.066 1.504 1.767
C 5.194 1.056 2.433
C 5.204 0.973 3.822
C 4.068 1.340 4.525
C 2.939 1.799 3.847
H 1.337 4.033 0.283
H 2.735 3.046 -0.144
H 2.859 4.221 1.179
H -0.124 3.506 2.014
H 1.140 3.911 3.198
H 0.233 2.379 3.303
H 0.378 1.834 0.096
H 4.062 1.519 0.685
H 6.065 0.753 1.864
H 6.085 0.623 4.345
H 4.052 1.273 5.607
H 2.063 2.074 4.419

---

3.
Formula: C6H11N
Source: the OMol25 dataset
Level of theory: ωB97M-V/def2-TZVPD

Computed properties:
- LUMO energy: 0.94 eV
- Highest occupied orbital energy: -8.518 eV
- Energy above the lowest of the compared OMol25 structures with the same formula, charge and spin: 429.55 kJ/mol
- HOMO-LUMO gap: 9.5 eV
- Net charge: 0
- F_max: 7.11 eV Å⁻¹

Cartesian coordinates (Å):
C -1.974 0.011 0.049
C -0.563 -0.196 -0.110
C 0.142 1.219 -0.174
C 1.606 0.524 0.007
N 1.372 -0.804 0.153
C 0.422 -1.168 -0.967
C 0.268 -0.689 1.126
H -2.359 0.841 -0.695
H -2.568 -1.066 -0.162
H -1.945 0.535 1.083
H 0.211 1.664 -1.278
H 0.016 1.888 0.601
H 2.303 0.977 0.769
H 2.138 0.883 -0.949
H -0.221 -2.057 -1.008
H 0.623 -0.688 -1.921
H 0.538 -0.043 2.051
H -0.009 -1.828 1.424

---

4.
Formula: H2NOS2
Source: the OMol25 dataset
Level of theory: ωB97M-V/def2-TZVPD

Computed properties:
- LUMO energy (spin up / spin down): 3.82 / 3.82 eV
- Highest occupied orbital energy (spin up / spin down): -3.033 / -3.034 eV
- Energy above the lowest of the compared OMol25 structures with the same formula, charge and spin: 236.17 kJ/mol
- HOMO-LUMO gap (spin up / spin down): 6.9 / 6.9 eV
- Net charge: -1
- F_max: 2.97 eV Å⁻¹

Cartesian coordinates (Å):
N -0.227 1.023 0.403
O -0.209 1.783 -0.541
S 1.394 -0.752 0.308
S -1.616 -0.153 0.572
H 1.269 -0.893 -1.001
H -0.610 -1.009 0.260

---

5.
Formula: C23H56ClO21S5
Source: the OMol25 dataset
Level of theory: ωB97M-V/def2-TZVPD

Computed properties:
- LUMO energy: 1.90 eV
- Highest occupied orbital energy: -7.658 eV
- Energy above the lowest of the compared OMol25 structures with the same formula, charge and spin: 0.00 kJ/mol
- HOMO-LUMO gap: 9.6 eV
- Net charge: -1
- F_max: 2.79 eV Å⁻¹

Cartesian coordinates (Å):
Cl 0.783 0.158 0.158
O -0.429 -0.455 -0.366
O 0.632 1.591 0.079
O 1.063 -0.266 1.526
O 1.898 -0.284 -0.654
C -0.412 5.227 2.810
C 0.479 4.101 2.234
C 0.945 3.326 3.491
O -0.208 3.453 4.313
C -0.654 4.787 4.274
H -1.351 5.247 2.256
H 0.001 6.234 2.743
H 1.257 4.568 1.630
H -0.098 3.392 1.646
H 1.941 3.577 3.866
H 0.972 2.262 3.244
H -0.132 5.367 5.045
H -1.727 4.694 4.466
C -3.076 3.946 -0.056
C -4.584 4.126 -0.154
C -4.888 3.260 -1.363
O -4.095 2.094 -1.057
C -2.897 2.454 -0.383
H -2.680 4.244 0.917
H -2.576 4.594 -0.781
H -4.858 5.178 -0.288
H -5.119 3.809 0.742
H -4.521 3.623 -2.329
H -5.907 2.900 -1.495
H -1.989 2.289 -0.960
H -2.895 1.949 0.585
O 3.199 1.040 -5.779
S 2.292 1.423 -4.732
O 1.494 2.613 -4.835
O 1.321 0.164 -4.495
C 0.146 0.355 -3.716
C -1.089 0.752 -4.534
C 3.180 1.501 -3.129
H 0.289 1.073 -2.907
H -0.122 -0.587 -3.239
H -1.196 0.174 -5.449
H -1.091 1.822 -4.746
H -1.951 0.574 -3.887
H 3.995 2.211 -3.219
H 3.547 0.495 -2.946
H 2.428 1.792 -2.400
O -4.321 -1.031 -4.022
S -4.885 -1.534 -2.796
O -6.218 -1.162 -2.414
O -4.798 -3.168 -2.804
C -3.723 -3.774 -3.519
C -3.409 -5.084 -2.810
C -3.793 -1.312 -1.367
H -2.815 -3.173 -3.404
H -3.940 -3.854 -4.583
H -4.336 -5.543 -2.462
H -2.793 -4.849 -1.944
H -2.889 -5.760 -3.487
H -2.751 -1.464 -1.637
H -4.166 -1.961 -0.583
H -3.926 -0.272 -1.071
O 0.239 -6.117 -1.038
S 0.203 -4.790 -0.479
O -1.051 -4.203 -0.064
O 1.227 -4.785 0.800
C 1.383 -3.510 1.403
C 1.738 -3.553 2.881
C 1.123 -3.663 -1.514
H 0.566 -2.820 1.199
H 2.191 -2.932 0.931
H 0.836 -3.903 3.392
H 2.004 -2.584 3.291
H 2.497 -4.310 3.078
H 2.158 -3.684 -1.199
H 0.657 -2.679 -1.447
H 1.008 -4.001 -2.544
O -3.803 -2.497 4.128
S -3.034 -1.695 3.216
O -3.650 -1.277 1.976
O -2.431 -0.403 4.021
C -1.781 0.601 3.240
C -2.638 1.859 3.207
C -1.456 -2.500 2.808
H -1.681 0.220 2.219
H -0.772 0.768 3.614
H -3.680 1.596 3.001
H -2.327 2.566 2.435
H -2.704 2.464 4.113
H -1.735 -3.541 2.662
H -0.778 -2.460 3.655
H -1.062 -1.963 1.952
O 9.123 -1.610 2.114
S 8.480 -0.755 1.160
O 9.204 -0.230 0.012
O 7.138 -1.471 0.623
C 6.569 -0.986 -0.611
C 5.104 -1.402 -0.570
C 7.791 0.644 2.051
H 7.119 -1.484 -1.407
H 6.604 0.105 -0.631
H 4.644 -1.242 0.403
H 5.020 -2.478 -0.755
H 4.506 -0.938 -1.352
H 7.599 1.500 1.411
H 8.443 0.916 2.879
H 6.856 0.321 2.511

---

6.
Formula: C3H8N2O
Source: the OMol25 dataset
Level of theory: ωB97M-V/def2-TZVPD

Computed properties:
- LUMO energy: 0.94 eV
- Highest occupied orbital energy: -9.646 eV
- Energy above the lowest of the compared OMol25 structures with the same formula, charge and spin: 134.35 kJ/mol
- HOMO-LUMO gap: 10.6 eV
- Net charge: 0
- F_max: 3.11 eV Å⁻¹

Cartesian coordinates (Å):
C 1.312 -0.148 1.962
C 0.238 -0.255 0.928
O -0.511 -1.212 0.974
N 0.072 0.718 -0.018
C -0.911 0.503 -1.121
N -0.233 0.302 -2.380
H 2.425 -0.174 1.519
H 1.141 -1.062 2.604
H 1.280 0.705 2.735
H 0.752 1.281 -0.529
H -1.502 1.352 -1.255
H -1.646 -0.366 -0.994
H -0.664 0.888 -3.085
H -0.409 -0.663 -2.621

---

7.
Formula: C3H9NO
Source: the OMol25 dataset
Level of theory: ωB97M-V/def2-TZVPD

Computed properties:
- LUMO energy: 0.86 eV
- Highest occupied orbital energy: -9.288 eV
- Energy above the lowest of the compared OMol25 structures with the same formula, charge and spin: 197.48 kJ/mol
- HOMO-LUMO gap: 10.2 eV
- Net charge: 0
- F_max: 1.25 eV Å⁻¹

Cartesian coordinates (Å):
C 0.347 -0.576 3.610
C -0.263 -0.090 2.547
H 0.825 -1.550 3.624
H 0.514 0.042 4.479
H -0.252 -0.650 1.619
H -0.552 0.951 2.480
N 0.830 -0.506 -2.252
C -0.410 0.193 -2.425
O -0.520 1.169 -1.417
H 1.146 -0.887 -3.132
H 1.531 0.131 -1.885
H -1.265 -0.493 -2.325
H -0.551 0.666 -3.403
H -1.379 1.600 -1.520

---

8.
Formula: C42H35AsF6N9O2S2W
Source: the OMol25 dataset
Level of theory: ωB97M-V/def2-TZVPD

Computed properties:
- LUMO energy (spin up / spin down): -6.53 / -6.94 eV
- Highest occupied orbital energy (spin up / spin down): -13.306 / -13.317 eV
- <S²>: 0.7576
- Energy above the lowest of the compared OMol25 structures with the same formula, charge and spin: 5.25 kJ/mol
- 2S+1: 2
- HOMO-LUMO gap (spin up / spin down): 6.8 / 6.4 eV
- Net charge: +2
- F_max: 0.31 eV Å⁻¹

Cartesian coordinates (Å):
W -1.000 -0.307 -0.536
C -1.995 -3.116 2.741
C -1.427 -4.332 2.370
C -0.704 -4.394 1.203
C -0.552 -3.266 0.392
N -1.122 -2.086 0.760
C -1.818 -2.033 1.920
N 0.214 -3.473 -0.737
C 0.345 -2.713 -1.757
N -0.187 -1.444 -1.966
C -0.035 -1.093 -3.314
N -0.612 -0.162 -3.957
C -1.545 0.734 -3.471
C -2.149 1.525 -4.451
C -3.033 2.518 -4.106
C -3.302 2.731 -2.759
C -2.711 1.909 -1.835
N -1.872 0.900 -2.165
C 0.853 -2.097 -3.921
C 1.376 -2.181 -5.196
C 2.158 -3.294 -5.485
C 2.383 -4.290 -4.535
C 1.835 -4.209 -3.260
C 1.077 -3.089 -2.974
H -2.565 -3.004 3.651
H -1.546 -5.211 2.989
H -0.228 -5.304 0.869
H -2.238 -1.075 2.181
H -1.862 1.336 -5.474
H -3.488 3.136 -4.868
H -3.957 3.521 -2.423
H -2.900 2.052 -0.782
H 1.186 -1.411 -5.930
H 2.598 -3.395 -6.468
H 2.992 -5.144 -4.800
H 1.992 -4.983 -2.522
S 1.375 -0.827 0.357
C 1.850 0.379 1.434
N 3.067 0.454 1.902
C 3.362 1.353 3.023
C 2.663 2.666 2.826
N 1.236 2.440 2.556
C 0.308 3.541 2.885
C -0.614 3.203 4.032
C -0.130 2.585 5.181
C -0.983 2.311 6.239
C -2.324 2.664 6.158
C -2.808 3.286 5.016
C -1.956 3.548 3.953
C 0.839 1.393 1.893
S -0.796 1.167 1.518
C 4.179 -0.417 1.450
C 5.349 0.426 1.015
C 5.207 1.267 -0.087
C 6.269 2.060 -0.491
C 7.476 2.009 0.197
C 7.622 1.165 1.287
C 6.556 0.376 1.700
H 4.438 1.504 3.053
H 3.047 0.863 3.949
H 3.083 3.221 1.983
H 2.742 3.274 3.725
H -0.265 3.771 1.983
H 0.935 4.402 3.113
H 0.919 2.320 5.265
H -0.600 1.836 7.132
H -2.987 2.461 6.987
H -3.850 3.568 4.953
H -2.337 4.028 3.059
H 3.810 -1.029 0.632
H 4.442 -1.076 2.280
H 4.272 1.297 -0.634
H 6.160 2.709 -1.350
H 8.306 2.624 -0.125
H 8.564 1.119 1.816
H 6.672 -0.288 2.550
O -2.818 0.163 0.351
N -3.930 -0.452 0.039
N -3.740 -1.317 -0.840
O -2.528 -1.506 -1.311
C -4.809 -2.140 -1.355
C -4.480 -3.152 -2.241
C -5.505 -3.944 -2.733
C -6.816 -3.715 -2.342
C -7.116 -2.689 -1.453
C -6.111 -1.885 -0.947
H -3.455 -3.316 -2.537
H -5.276 -4.741 -3.427
H -7.610 -4.336 -2.732
H -8.140 -2.512 -1.153
H -6.333 -1.083 -0.259
F 0.374 1.127 -1.258
As 1.103 2.947 -1.598
F -0.223 3.450 -0.624
F 2.001 2.681 -0.134
F 2.307 2.078 -2.436
F 1.744 4.487 -1.835
F 0.103 2.947 -2.976